Arrangement w

A cluster of 9 separate species, C27H69N3O9 in total, computed with the ωB97M-V functional and the def2-TZVPD basis.

Values from the calculation:
Kohn-Sham gap ... 7.736 eV
SMILES ... CC1(C)CCCC(C)(C)N1O.CC1(C)CCCC(C)(C)N1O.CC1(C)CCCC(C)(C)N1O.O.O.O.O.O.O
LUMO level ... -0.22 eV

Element x y z (Å)
C  4.353  -2.484  2.436
C  2.933  -2.139  1.844
C  2.037  -3.413  1.722
C  2.200  -1.226  2.828
C  2.745  0.187  2.889
C  2.612  0.877  1.510
C  3.319  0.062  0.428
C  2.862  0.725  -0.866
C  4.922  0.265  0.400
N  2.894  -1.315  0.582
O  3.410  -2.095  -0.377
H  4.237  -2.882  3.444
H  4.859  -3.114  1.703
H  5.030  -1.637  2.546
H  2.154  -4.031  2.613
H  1.002  -3.095  1.601
H  2.183  -4.030  0.835
H  1.124  -1.249  2.658
H  2.469  -1.596  3.817
H  2.124  0.779  3.561
H  3.775  0.207  3.243
H  2.965  1.896  1.667
H  1.573  1.077  1.249
H  3.137  0.133  -1.739
H  3.341  1.698  -0.978
H  1.777  0.801  -0.939
H  5.378  -0.595  -0.091
H  5.392  0.243  1.383
H  5.136  1.218  -0.084
H  4.355  -2.016  -0.229
C  -0.209  5.611  -2.046
C  0.629  4.915  -0.916
C  0.294  3.391  -1.091
C  2.116  5.198  -1.145
C  3.006  4.731  0.029
C  2.596  5.518  1.292
C  1.067  5.450  1.614
C  0.849  4.131  2.422
C  0.698  6.674  2.440
N  0.219  5.438  0.385
O  -1.146  5.219  0.616
H  -0.282  6.697  -2.090
H  0.100  5.234  -3.021
H  -1.236  5.305  -1.848
H  0.501  3.110  -2.123
H  0.903  2.701  -0.506
H  -0.731  3.171  -0.791
H  2.442  4.676  -2.044
H  2.230  6.282  -1.188
H  2.885  3.665  0.222
H  4.058  4.912  -0.191
H  2.949  6.548  1.244
H  3.209  5.002  2.031
H  -0.200  4.215  2.706
H  1.621  3.963  3.173
H  0.879  3.308  1.708
H  1.425  6.959  3.201
H  -0.299  6.557  2.864
H  0.580  7.588  1.858
H  -1.453  5.965  0.095
C  -5.414  -5.237  -1.405
C  -3.886  -5.016  -1.241
C  -3.104  -6.144  -1.919
C  -3.629  -3.693  -1.966
C  -2.264  -3.081  -1.714
C  -2.059  -2.853  -0.138
C  -2.282  -4.185  0.689
C  -1.077  -5.132  0.577
C  -2.420  -3.770  2.156
N  -3.601  -4.833  0.225
O  -4.046  -5.974  0.952
H  -5.927  -4.399  -0.932
H  -5.706  -5.258  -2.454
H  -5.740  -6.172  -0.950
H  -3.437  -6.443  -2.913
H  -2.080  -5.801  -2.068
H  -3.169  -7.049  -1.316
H  -4.060  -3.773  -2.964
H  -4.414  -3.078  -1.527
H  -1.453  -3.715  -2.073
H  -2.109  -2.125  -2.215
H  -2.728  -2.025  0.096
H  -1.054  -2.447  -0.028
H  -1.472  -6.133  0.750
H  -0.365  -4.868  1.359
H  -0.735  -5.148  -0.458
H  -3.450  -3.653  2.493
H  -1.924  -2.835  2.413
H  -1.939  -4.462  2.847
H  -4.758  -5.606  1.481
O  0.944  -1.771  -1.946
H  0.188  -1.211  -1.770
H  1.466  -1.728  -1.145
O  -2.020  2.665  -2.955
H  -2.500  3.150  -3.626
H  -1.921  3.288  -2.234
O  -0.795  0.271  -1.135
H  -1.146  0.583  -1.969
H  -1.232  0.809  -0.474
O  -2.912  -0.514  -4.871
H  -2.353  0.202  -5.172
H  -3.043  -0.341  -3.939
O  -2.810  1.328  0.139
H  -3.028  1.379  1.070
H  -3.180  2.126  -0.238
O  -3.536  -0.240  -2.319
H  -3.364  0.058  -1.426
H  -4.450  -0.525  -2.306

Arrangement x

A cluster of 9 separate species, C27H69N3O9 in total, computed with the ωB97M-V functional and the def2-TZVPD basis.

Values from the calculation:
Kohn-Sham gap ... 8.942 eV
SMILES ... CC1(C)CCCC(C)(C)N1O.CC1(C)CCCC(C)(C)N1O.CC1(C)CCCC(C)(C)N1O.O.O.O.O.O.O
LUMO level ... 0.51 eV

Element x y z (Å)
C  0.701  3.389  4.336
C  1.845  2.900  3.523
C  3.184  3.484  3.993
C  1.982  1.295  3.503
C  0.730  0.666  2.909
C  0.653  1.146  1.447
C  0.668  2.671  1.236
C  1.015  2.918  -0.235
C  -0.717  3.342  1.474
N  1.745  3.126  2.060
O  1.873  4.526  1.843
H  -0.236  2.871  4.030
H  0.769  3.079  5.403
H  0.392  4.511  4.144
H  3.953  3.301  3.234
H  3.134  4.552  4.204
H  3.558  2.930  4.801
H  2.768  1.167  2.777
H  2.076  0.954  4.519
H  0.830  -0.459  2.865
H  -0.223  0.944  3.399
H  -0.234  0.722  0.991
H  1.572  0.793  1.044
H  0.883  3.993  -0.380
H  0.494  2.328  -0.981
H  2.084  2.640  -0.337
H  -0.551  4.355  1.246
H  -1.035  3.169  2.491
H  -1.294  2.755  0.794
H  2.697  4.667  1.405
C  -3.802  0.509  2.584
C  -3.688  -0.888  2.073
C  -2.412  -1.552  2.587
C  -4.889  -1.659  2.618
C  -5.147  -3.010  1.852
C  -5.398  -2.643  0.402
C  -4.098  -2.091  -0.203
C  -2.928  -3.092  -0.446
C  -4.382  -1.615  -1.666
N  -3.846  -0.870  0.603
O  -2.814  -0.024  -0.045
H  -2.918  1.125  2.434
H  -4.688  0.917  2.079
H  -4.050  0.535  3.659
H  -2.198  -1.391  3.700
H  -2.456  -2.619  2.384
H  -1.601  -1.194  2.083
H  -4.635  -1.857  3.655
H  -5.829  -1.097  2.524
H  -4.221  -3.671  1.870
H  -6.052  -3.458  2.310
H  -6.092  -1.833  0.403
H  -5.668  -3.535  -0.177
H  -2.078  -2.523  -0.440
H  -3.013  -3.497  -1.486
H  -2.778  -3.902  0.205
H  -4.640  -2.493  -2.191
H  -3.436  -1.228  -2.072
H  -5.094  -0.841  -1.685
H  -1.979  -0.583  -0.002
C  3.676  -0.372  -0.092
C  3.112  -1.765  -0.429
C  4.019  -2.791  0.254
C  1.641  -1.856  0.121
C  0.857  -2.984  -0.512
C  0.778  -2.817  -2.018
C  2.153  -2.917  -2.677
C  2.725  -4.292  -2.773
C  1.950  -2.367  -4.079
N  2.951  -1.864  -1.916
O  4.235  -1.737  -2.545
H  4.668  -0.324  -0.507
H  3.185  0.567  -0.528
H  3.839  -0.205  0.990
H  3.969  -2.480  1.328
H  3.707  -3.849  0.045
H  5.133  -2.681  -0.089
H  1.751  -2.003  1.206
H  1.113  -0.884  -0.007
H  1.270  -3.980  -0.253
H  -0.211  -2.821  -0.140
H  0.362  -1.840  -2.284
H  0.112  -3.588  -2.380
H  3.798  -4.321  -2.942
H  2.164  -4.836  -3.512
H  2.636  -4.780  -1.739
H  1.197  -2.972  -4.623
H  2.869  -2.493  -4.584
H  1.649  -1.296  -4.083
H  4.691  -2.488  -2.172
O  1.940  0.700  -2.608
H  2.175  -0.213  -2.410
H  2.764  1.187  -2.702
O  0.460  4.123  -2.918
H  0.178  3.600  -3.623
H  -0.154  3.803  -2.232
O  3.290  3.422  -2.382
H  3.520  3.687  -1.489
H  2.354  3.683  -2.567
O  -0.559  0.101  -3.689
H  -0.725  0.582  -4.538
H  0.352  0.487  -3.450
O  -1.278  3.915  -5.650
H  -1.199  4.818  -6.023
H  -2.204  3.802  -5.340
O  -1.650  2.534  -2.411
H  -2.408  2.514  -1.826
H  -1.345  1.633  -2.553

Most stable one: arrangement x, least stable one: arrangement w.

Arrangement w

A cluster of 2 separate species, CH4ClN3 in total, computed with the ωB97M-V functional and the def2-TZVPD basis.

Values from the calculation:
Kohn-Sham gap ... 8.119 eV
LUMO level ... -0.72 eV

Element x y z (Å)
C  0.055  -0.184  0.372
N  -0.564  -1.061  0.941
N  -1.004  0.344  -1.461
N  1.087  0.587  0.255
Cl  2.193  0.798  1.653
H  -0.369  -1.462  1.842
H  -1.907  -0.013  -1.170
H  -0.582  -0.375  -2.047
H  1.090  1.366  -0.384

Arrangement x

A cluster of 2 separate species, CH4ClN3 in total, computed with the ωB97M-V functional and the def2-TZVPD basis.

Values from the calculation:
Kohn-Sham gap ... 10.289 eV
SMILES ... N=C=NCl.N
LUMO level ... 0.26 eV

Element x y z (Å)
N  0.245  1.734  -0.661
C  0.881  0.672  -0.578
N  1.758  -0.169  -0.695
Cl  1.400  -1.782  -1.021
H  -0.092  2.299  0.053
N  -0.914  -0.557  0.890
H  -1.530  0.074  0.465
H  -0.462  -0.964  0.016
H  -1.285  -1.306  1.531

Most stable one: arrangement x, least stable one: arrangement w.

Arrangement w

An isolated molecule of C5H7ClOS, computed with the ωB97M-V functional and the def2-TZVPD basis.

Values from the calculation:
Kohn-Sham gap ... 9.293 eV
SMILES ... C[C@]1(Cl)COC(=S)C1
LUMO level ... 0.45 eV

Element x y z (Å)
C  -0.467  -1.569  0.503
C  -0.640  -0.210  -0.200
Cl  -2.354  -0.083  -0.777
C  0.328  0.004  -1.409
O  1.415  0.782  -0.862
C  1.180  1.337  0.340
S  2.244  2.353  1.091
C  -0.252  0.927  0.747
H  -1.096  -1.716  1.379
H  -0.516  -2.432  -0.170
H  0.576  -1.524  0.953
H  -0.025  0.600  -2.226
H  0.771  -0.988  -1.727
H  -0.338  0.700  1.800
H  -0.827  1.817  0.558

Arrangement x

An isolated molecule of C5H7ClOS, computed with the ωB97M-V functional and the def2-TZVPD basis.

Values from the calculation:
Kohn-Sham gap ... 9.725 eV
SMILES ... O[C@@H]1[C@H](Cl)C=C[C@@H]1S
LUMO level ... 0.42 eV

Element x y z (Å)
O  1.373  1.368  -1.214
C  0.532  1.008  -0.251
C  1.053  -0.036  0.937
Cl  2.094  -1.285  0.067
C  -0.217  -0.635  1.427
C  -1.239  -0.446  0.581
C  -0.847  0.397  -0.550
S  -1.045  -0.539  -2.082
H  1.299  0.638  -1.877
H  0.383  1.944  0.234
H  1.584  0.574  1.749
H  -0.152  -1.475  2.129
H  -2.226  -0.943  0.728
H  -1.519  1.298  -0.637
H  -1.072  -1.868  -1.242

Most stable one: arrangement w, least stable one: arrangement x.

Arrangement w

A cluster of 2 separate species, C6H16N3 in total, computed with the ωB97M-V functional and the def2-TZVPD basis.

Values from the calculation:
Kohn-Sham gap (spin up / spin down) ... 7.656 / 8.697 eV
Net charge ... +1
LUMO level (spin up / spin down) ... -5.31 / -5.60 eV

Element x y z (Å)
C  -3.926  0.176  0.273
C  3.185  0.645  -0.424
C  2.356  -1.666  -0.048
C  -2.497  -0.134  0.843
C  -1.548  1.109  0.672
C  2.119  -0.193  0.287
N  -0.308  0.913  1.160
N  0.435  0.096  -1.381
N  0.831  0.023  -0.194
H  -4.705  -0.361  0.803
H  -4.006  1.273  0.167
H  -3.959  -0.251  -0.660
H  2.846  1.741  -0.117
H  4.090  0.476  0.111
H  3.310  0.513  -1.555
H  2.688  -1.812  -1.136
H  1.530  -2.348  0.119
H  3.163  -2.017  0.510
H  -2.084  -0.997  0.334
H  -2.665  -0.469  1.830
H  -1.643  1.458  -0.389
H  -1.966  1.804  1.331
H  2.156  0.020  1.343
H  1.096  0.152  -2.183
H  -0.497  -0.152  -1.693

Arrangement x

The ion C6H16N3 with charge +1, computed with the ωB97M-V functional and the def2-TZVPD basis.

Values from the calculation:
Kohn-Sham gap ... 10.916 eV
SMILES ... CCC/N=[N+](\N)C(C)C
Net charge ... +1
LUMO level ... -3.61 eV

Element x y z (Å)
C  0.454  -2.408  3.074
C  -0.228  -1.218  2.597
C  0.603  -0.785  1.392
N  -0.170  0.077  0.536
N  -0.145  0.034  -0.658
N  0.618  -0.662  -1.459
C  -0.812  1.571  -1.394
C  -1.328  1.235  -2.697
C  0.314  2.523  -1.509
H  0.268  -2.462  4.116
H  0.209  -3.353  2.592
H  1.544  -2.321  2.965
H  -0.263  -0.348  3.385
H  -1.263  -1.442  2.369
H  1.318  -0.023  1.745
H  1.233  -1.557  0.987
H  0.587  -0.532  -2.454
H  1.150  -1.465  -1.192
H  -1.688  1.637  -0.712
H  -1.861  2.195  -2.928
H  -0.496  1.071  -3.413
H  -1.914  0.279  -2.703
H  1.275  1.846  -1.742
H  0.465  2.976  -0.533
H  0.129  3.133  -2.363

Most stable one: arrangement x, least stable one: arrangement w.